[1]
64
Properties=species:S:1:pos:R:3 method="wB97M-V/def2-TZVPD" total_energy_ev=-83096.316 total_charge=0 orbital_gap_ev="6.60 / 7.09" homo_energy_ev="-8.575 / -8.478"
V -0.08139 -0.27670 -0.43183
O -5.50432 -3.04809 -0.28652
C -4.62373 -2.36068 -0.71568
C -3.66853 -2.70530 -1.86171
O -3.92246 -3.28773 -2.87780
C -2.38050 -2.01751 -1.47854
C -2.71607 -1.03229 -0.51688
O -1.68691 -0.29581 -0.10211
C -4.08792 -1.06998 -0.07710
O -4.69871 -0.30590 0.63771
O -1.22302 -2.21104 -1.88321
C -1.46631 1.32859 -2.67946
N -0.30585 0.56228 -2.22965
C 0.72299 0.42873 -3.00352
C 1.78931 -0.33181 -2.48207
C 2.96846 -0.83870 -3.01105
C 3.51202 -1.67574 -2.02496
C 2.64096 -1.64178 -0.94593
N 1.59399 -0.81994 -1.19850
C -1.42792 2.76051 -2.18447
C -1.16426 3.79406 -3.07483
C -1.13066 5.11079 -2.63763
C -1.35865 5.40210 -1.30193
C -1.62452 4.37503 -0.40718
C -1.66284 3.06008 -0.84539
H -2.37141 0.84147 -2.31499
H -1.50263 1.32700 -3.77098
H 0.74638 0.83208 -4.01316
H 3.36961 -0.61774 -3.98748
H 4.42241 -2.24875 -2.08184
H 2.75472 -2.14538 0.00282
H -0.99118 3.56884 -4.12116
H -0.93835 5.90847 -3.34346
H -1.34450 6.42826 -0.95851
H -1.82650 4.60373 0.63157
H -1.90857 2.26870 -0.14644
C 0.06901 -3.97702 0.45696
Si -0.04837 -2.25165 1.21205
C -1.59214 -2.13499 2.31170
C 1.40154 -1.72310 2.32945
C 2.00356 -2.67276 3.15719
C 2.99107 -2.31002 4.06096
C 3.39973 -0.98675 4.14027
C 2.81651 -0.03878 3.31349
C 1.81654 -0.38339 2.40435
Si 1.03193 0.98062 1.32327
C 0.04597 2.09448 2.50296
C 2.44259 1.99032 0.54381
H 0.58075 -4.66881 1.13033
H 0.59752 -3.95970 -0.49594
H -0.93382 -4.36394 0.27236
H -1.49469 -2.79258 3.17837
H -2.49884 -2.42470 1.77989
H -1.72900 -1.11629 2.67954
H 1.69950 -3.71340 3.10178
H 3.43734 -3.05702 4.70552
H 4.16812 -0.69682 4.84583
H 3.14772 0.99367 3.37366
H 0.67293 2.38798 3.34711
H -0.82613 1.57116 2.90063
H -0.30151 3.00278 2.00714
H 2.95792 2.59994 1.28879
H 2.06669 2.65972 -0.23427
H 3.17439 1.32124 0.08671

[2]
63
Properties=species:S:1:pos:R:3 method="wB97M-V/def2-TZVPD" smiles="COc1ccc(C2(c3ccc(OC)cc3)NC(=O)N(CC(=O)Nc3cc(C)ccc3OC)C2=O)cc1" total_energy_ev=-45193.957 total_charge=0 orbital_gap_ev=8.53 e_above_lowest_kj_mol=0.0 homo_energy_ev=-7.948
C -0.90882 -6.06930 0.02410
H -0.32092 -6.96905 0.19766
O -0.04830 -4.99234 0.30943
C -0.53016 -3.72756 0.20707
C -1.81745 -3.39274 -0.19924
C -2.20130 -2.06404 -0.26253
C -1.32302 -1.04946 0.08277
C -0.02883 -1.38649 0.47306
C 0.36239 -2.70481 0.53718
H 1.35994 -2.97238 0.84632
H 0.67998 -0.61550 0.73751
C -1.71797 0.41303 -0.03252
N -1.11456 0.99180 -1.21792
C -0.15716 1.89807 -0.93780
O 0.56845 2.48209 -1.70630
N -0.15657 2.06907 0.44999
C -1.04604 1.23947 1.07805
O -1.26228 1.19274 2.25709
C 0.72679 2.98413 1.13605
H 0.26019 3.26149 2.08360
H 0.86940 3.86499 0.50400
C 2.09333 2.33869 1.44154
O 2.52465 2.26893 2.56963
N 2.70048 1.87955 0.32465
C 3.90606 1.17481 0.21831
C 4.72501 0.88030 1.29336
C 5.91241 0.17583 1.11625
C 6.26468 -0.22658 -0.15956
C 5.45304 0.05607 -1.24989
C 4.27056 0.75127 -1.07572
O 3.38644 1.07488 -2.07148
C 3.72644 0.77212 -3.39968
H 3.80184 -0.30877 -3.56009
H 2.91364 1.17284 -4.00337
H 4.66682 1.24990 -3.69267
H 5.75626 -0.27544 -2.23051
H 7.18389 -0.77074 -0.31977
C 6.77524 -0.13088 2.30244
H 7.02123 0.78381 2.83881
H 6.24667 -0.78679 2.99295
H 7.69802 -0.61802 1.99790
H 4.43344 1.20624 2.27800
H 2.26729 2.06713 -0.57618
H -1.21208 0.58083 -2.13064
C -3.21074 0.64414 0.05288
C -3.90019 1.35604 -0.91367
C -5.26426 1.57260 -0.80049
C -5.95753 1.08208 0.29944
C -5.25743 0.37867 1.28332
C -3.90358 0.16456 1.16242
H -3.36782 -0.36751 1.93223
H -5.80412 0.01350 2.13771
O -7.29230 1.23027 0.51127
C -8.04870 1.95411 -0.42884
H -9.06927 1.95231 -0.04957
H -8.02922 1.47738 -1.41439
H -7.69822 2.98740 -0.51717
H -5.76767 2.12894 -1.57518
H -3.37816 1.75625 -1.76988
H -3.20419 -1.82119 -0.58064
H -2.53248 -4.15341 -0.46942
H -1.78013 -6.07332 0.68643
H -1.24311 -6.05198 -1.01828

[3]
64
Properties=species:S:1:pos:R:3 method="wB97M-V/def2-TZVPD" smiles="COc1ccc(-n2c(=O)[nH]c3cc(C(=O)NCCc4ccc(OC)c(OC)c4)ccc3c2=O)c(OC)c1" total_energy_ev=-47240.942 total_charge=0 orbital_gap_ev=8.09 homo_energy_ev=-8.069
C 8.82604 -1.80734 -0.28522
H 8.36979 -2.79825 -0.19761
O 8.11502 -0.84429 0.45605
C 6.81929 -0.59828 0.12672
C 6.18878 0.37568 0.90425
C 4.87119 0.72463 0.66836
C 4.17635 0.06856 -0.35950
C 4.79974 -0.89107 -1.12515
C 6.12300 -1.23048 -0.89482
H 6.58682 -1.98190 -1.51158
H 4.24776 -1.37706 -1.91438
N 2.80645 0.42109 -0.58135
C 2.53820 1.18767 -1.69969
O 3.37682 1.49680 -2.51095
N 1.22549 1.57387 -1.83994
C 0.22639 1.29976 -0.93997
C -1.07326 1.75922 -1.13194
C -2.05854 1.47613 -0.19958
C -1.75727 0.70271 0.92488
C -0.47595 0.23062 1.10781
C 0.52815 0.52917 0.18826
C 1.89539 0.03434 0.39643
O 2.23111 -0.66525 1.32430
H -0.21885 -0.38269 1.95762
H -2.52934 0.43266 1.62864
C -3.45334 1.91745 -0.50869
O -3.85026 1.98184 -1.65910
N -4.21813 2.24907 0.55522
H -3.83578 2.13196 1.48052
C -5.65797 2.32212 0.45067
H -6.01429 3.25157 0.90350
H -5.87948 2.34562 -0.61791
C -6.33475 1.10793 1.12572
C -5.48707 -0.12513 0.96282
C -4.97729 -0.79746 2.06092
C -4.07364 -1.82810 1.88178
C -3.62579 -2.19631 0.61820
C -4.17636 -1.55033 -0.50674
C -5.10739 -0.54077 -0.30767
H -5.53596 -0.04093 -1.16024
O -3.76162 -1.94201 -1.74964
C -4.17675 -1.18722 -2.86696
H -3.61931 -1.59172 -3.71060
H -3.94274 -0.12552 -2.74849
H -5.24836 -1.30941 -3.05426
O -2.69012 -3.18920 0.60997
C -1.79706 -3.31180 -0.47463
H -1.34452 -2.34913 -0.72861
H -1.02081 -3.99477 -0.12970
H -2.28468 -3.72653 -1.35893
H -3.65954 -2.35454 2.72714
H -5.27038 -0.51133 3.06061
H -7.32089 0.96700 0.67958
H -6.47224 1.30773 2.19001
H -1.32955 2.33487 -2.00891
H 1.01683 2.13376 -2.65590
O 4.17846 1.67447 1.34528
C 4.80385 2.30213 2.43918
H 5.09273 1.57408 3.20248
H 4.06046 2.98273 2.85134
H 5.68318 2.87219 2.12346
H 6.77157 0.84072 1.68160
H 8.89518 -1.52958 -1.34152
H 9.82522 -1.83167 0.14689

[4]
72
Properties=species:S:1:pos:R:3 method="wB97M-V/def2-TZVPD" total_energy_ev=-61919.010 total_charge=-1 orbital_gap_ev=6.08 e_above_lowest_kj_mol=105.2 homo_energy_ev=-6.023
N 11.66800 50.69300 7.98200
O 12.44800 51.45300 8.43500
O 10.72000 51.13200 7.36200
O 11.75700 49.43700 8.19400
C 12.52700 50.14200 4.22200
C 12.37600 51.02000 3.04900
C 13.57800 51.63300 2.21100
C 14.99600 51.23000 2.71700
C 15.17500 50.54400 4.07500
C 13.89900 50.01000 4.70200
N 16.11200 51.68700 1.89600
O 17.19100 51.87700 2.47900
O 15.91300 51.97700 0.68600
H 11.57400 50.03800 4.78400
H 11.39500 51.05900 2.67100
H 13.58000 52.21400 1.41800
H 16.17700 50.64600 4.54700
H 13.99500 49.40000 5.65100
C 14.42300 54.88500 4.88500
C 14.04800 54.21200 6.21400
C 15.04500 53.65100 7.10100
C 16.42200 53.40300 6.50200
C 16.86900 54.11700 5.24800
C 15.70100 54.81600 4.46400
N 17.38100 52.59200 7.29500
O 18.54600 52.43200 6.78500
O 17.00100 52.11100 8.35200
H 13.71700 55.53100 4.29400
H 12.91900 54.38200 6.59200
H 14.80400 53.16400 7.94200
H 17.77700 54.17700 4.75600
H 15.90300 55.14100 3.35100
C 11.58900 47.99000 11.16400
C 11.49200 49.51400 11.37500
C 11.93500 50.18100 12.66500
C 12.38800 49.31000 13.83900
C 12.57100 47.78600 13.50800
C 12.13400 47.19600 12.13800
N 12.41500 49.83700 15.28500
O 12.95100 48.96200 16.07400
O 12.59800 51.07500 15.36900
H 11.26300 47.73800 10.20300
H 11.39600 50.23100 10.50800
H 11.81200 51.33500 12.63400
H 13.11100 47.36100 14.47100
H 12.27900 46.13300 11.95300
C 8.57400 50.34800 4.74800
C 8.34300 51.52400 3.70100
C 7.58300 51.23200 2.35200
C 6.83100 49.90100 2.24200
C 7.03600 48.83400 3.36200
C 8.03800 49.16100 4.51900
N 5.89700 49.63200 1.13000
O 5.45400 48.42100 1.09000
O 5.92600 50.44300 0.14400
H 9.03900 50.41800 5.63800
H 8.77600 52.37700 4.13200
H 7.40000 51.88200 1.45700
H 6.23300 48.23100 3.42900
H 8.06000 48.27000 5.24400
C 7.51400 55.11700 9.77900
O 6.39200 55.62200 10.16900
N 7.56800 54.45000 8.58900
C 8.87600 53.97700 8.22000
C 6.37900 54.27200 7.70700
H 8.32800 55.27800 10.31400
H 9.45800 53.63400 9.28600
H 9.30300 54.71200 7.82700
H 8.86800 53.20700 7.63600
H 6.22100 55.08000 6.98400
H 5.54000 54.22200 8.42900
H 6.51200 53.31200 7.34200